(1)
Density functional theory data (the ωB97M-V functional and the def2-TZVPD basis) for C14H20BBaBr10O8 as an isolated structure in a non-equilibrium geometry.

Structure (ORCA input):
```
! wB97M-V def2-TZVPD RIJCOSX def2/J DEFGRID3
* xyz 1 1
Ba 6.1189 1.1783 -4.7990
Br 6.8880 -3.3097 0.2578
Br -3.1491 -3.0715 -3.3263
Br -4.4413 6.7488 2.1927
Br 5.2990 0.9397 1.4505
Br -4.2347 -4.9814 1.0665
Br -3.5727 -2.1159 2.6054
Br -2.9079 5.9962 -1.0329
Br -0.6000 -0.9897 3.6390
Br 1.5521 -3.7885 -2.6963
Br 1.6742 0.2264 6.0288
O 1.4546 1.5909 -3.3480
O -0.6736 2.3050 0.6086
O -1.9237 -0.0555 -0.7229
O 0.0182 0.0490 -2.0277
O 3.3025 1.5346 -4.7696
O 2.4547 0.2360 -1.6863
O 4.5878 -0.0029 -2.7164
O 0.9165 1.8902 -0.8724
C -3.2225 4.6807 0.3861
C 0.1731 1.3753 5.2762
C -0.3292 -3.7447 -3.4026
C -0.1117 0.9711 3.8826
C -0.8795 0.4417 -1.0632
C -0.2355 1.6351 -0.2792
C 6.1408 -0.8324 1.4565
C -3.8652 -2.1412 0.6880
C -4.5498 4.9625 1.1417
C 3.3808 0.3653 -2.6870
C 6.0158 -1.5709 0.0919
C 2.6695 1.1943 -3.7482
C -4.8121 -3.2604 0.2370
C -1.4992 -3.4836 -2.4025
B 1.2168 0.9268 -2.0036
H 6.5179 -1.0933 -0.7495
H -4.1232 -1.1329 0.3642
H -4.7654 4.1818 1.8712
H -5.8750 -3.1152 0.4299
H 0.7955 0.9950 3.2790
H -1.2633 -2.6824 -1.7021
H -0.2199 -2.9547 -4.1456
H 0.4057 2.4399 5.2996
H 7.2095 -0.7827 1.6652
H -5.3930 4.9840 0.4514
H -0.6936 1.1807 5.9079
H -3.1228 3.7168 -0.1131
H -2.3555 4.7377 1.0442
H -0.5007 -4.7170 -3.8644
H -0.8814 1.6201 3.4648
H 5.6514 -1.3965 2.2504
H -1.4678 -4.5160 -2.0541
H -4.9302 -3.3198 -0.8450
H -2.8545 -2.3190 0.3207
H 5.0107 -1.7263 -0.3000
*
```

Results
HOMO-LUMO gap: 3.997 eV
electronic energy: -26937.7954 Ha
E_LUMO: -0.22889 hartree
max |F|: 0.09483 hartree/bohr
HOMO energy: -10.2255 eV

Atom charges from the Mulliken analysis, given in e for atoms 1 to 4:
1 Ba 1.85
2 Br -0.12
3 Br -0.13
4 Br -0.15

---

(2)
Density functional theory data (the ωB97M-V functional and the def2-TZVPD basis) for C34H31AlClO21 as an isolated structure.

Structure (ORCA input):
```
! wB97M-V def2-TZVPD RIJCOSX def2/J DEFGRID3
* xyz -1 1
Cl 4.7537 -2.7552 -2.1637
Al 2.9361 -1.4995 -2.5732
O 6.4131 3.3390 2.6756
O 2.4504 9.0590 -2.2668
O 1.2090 4.9144 -0.4098
O -5.2093 -2.4166 -1.4932
O 5.7293 1.4648 4.2538
O -2.2286 -3.6629 5.3476
O -3.8401 -5.0681 3.0691
O -3.9114 -5.9669 9.7840
O -3.5145 -0.3878 -2.5697
O -1.5639 0.6645 -3.8149
O -5.4521 -1.3208 -6.7574
O 2.7718 0.2889 -4.9534
O -2.5182 -6.2299 5.3017
O -3.7304 -1.2563 0.3147
O 2.9075 5.1519 1.4946
O 5.3805 0.4967 -0.9331
O 4.6124 -1.4187 0.7265
O -5.3119 -6.1942 1.2958
O 4.1257 9.3038 -0.3496
O -3.4537 -0.3170 -8.0150
O -3.6832 -3.4168 9.8162
C -2.6352 -4.1226 6.3969
C -2.3470 0.2488 -6.0100
C -3.5281 -5.5109 8.7183
C -3.6125 -0.4163 -3.8885
C 5.1343 -0.1028 2.5843
C -3.3682 -3.9987 8.6715
C -2.9474 -3.3492 7.5768
C 2.8685 6.1538 0.6415
C -3.6688 -3.0830 1.8105
C 2.4755 8.0532 -1.4076
C 1.4577 2.2728 -2.4659
C 3.4913 8.2615 -0.2936
C -5.3627 -4.3775 -0.2170
C 3.5710 0.0036 -3.7759
C 6.0042 2.2260 2.0770
C -4.9209 -3.1235 -0.4210
C -4.5850 -0.8917 -6.0137
C 5.4710 0.7658 0.2431
C 5.0596 -0.3142 1.2453
C -4.6411 -0.9379 -4.5721
C 1.5054 0.7953 -4.6104
C 5.6069 1.1486 3.0724
C -2.4086 0.2220 -4.5671
C 3.6402 7.2518 0.7195
C -4.1086 -4.3325 1.9983
C -3.2312 -6.2831 7.5420
C -4.0488 -2.3941 0.5931
C -3.3732 -0.2756 -6.6942
C 1.5349 2.2126 -4.0026
C -2.8142 -5.6367 6.4391
C 5.9414 2.0442 0.7534
C 1.7016 6.9618 -1.4884
C 1.8428 5.9497 -0.4672
C -4.9851 -5.0571 0.9930
H 3.1278 9.6888 -1.9458
H -2.6498 0.0366 -2.3687
H 4.3705 7.4012 1.5017
H 0.9828 6.8034 -2.2795
H -4.2710 -5.9350 2.9259
H 4.5601 -0.2728 -4.1675
H 3.7312 0.9462 -3.2227
H 0.7080 2.7873 -4.4391
H -3.9426 -4.1455 10.4161
H -5.4980 -1.3996 -4.1014
H 1.8054 -2.4399 -3.2514
H -4.3059 -0.7535 -8.2123
H 4.6578 -1.4088 -0.2608
H -3.3552 -7.3560 7.5796
H 0.5377 2.7542 -2.1192
H 2.4570 2.6858 -4.3599
H 6.2231 2.8056 0.0397
H -2.8255 -2.2761 7.5393
H 1.0009 0.1063 -3.9131
H -3.0430 -2.5660 2.5247
H 2.2957 2.8282 -2.0307
H 0.9286 0.7987 -5.5442
H 2.2606 4.4907 1.1709
H -1.4769 0.6814 -6.4830
H -4.7192 -1.5684 -1.4660
H 2.4487 -0.9575 -1.1246
H -2.2880 -5.5194 4.6656
H 1.4962 1.2713 -2.0324
H -5.9836 -4.8988 -0.9318
H 6.3371 3.1347 3.6325
H 4.8375 -0.8594 3.2971
*
```

Results
HOMO-LUMO gap: 4.633 eV
electronic energy: -3596.9660 Ha
E_LUMO: -0.00794 hartree
max |F|: 0.00712 hartree/bohr
HOMO energy: -4.8494 eV

Atom charges from the Mulliken analysis, given in e for atoms 1 to 4:
1 Cl -0.51
2 Al 0.44
3 O -0.64
4 O -0.60

---

(3)
Density functional theory data (the ωB97M-V functional and the def2-TZVPD basis) for a 2-piece molecular cluster, C4H14N2S overall in a non-equilibrium geometry.

Structure (ORCA input):
```
! wB97M-V def2-TZVPD RIJCOSX def2/J DEFGRID3
* xyz 0 1
S 0.3026 -1.3772 1.5878
N -0.7703 0.9927 0.1875
N -1.6722 -1.0900 -2.7740
C 1.9618 -0.6131 1.4364
C -1.8693 -0.3586 -1.5169
C -0.6922 0.5677 -1.2704
C 2.1284 0.6425 2.3059
H -0.2532 1.8646 0.2872
H 2.1278 -0.4066 0.3673
H -1.7008 1.2679 0.5255
H 1.4532 1.4678 2.0037
H -0.7562 1.3998 -1.9933
H 0.2649 0.0175 -1.3983
H -0.7595 -1.6010 -2.8828
H -2.8558 0.1720 -1.5974
H 3.1533 1.0523 2.1868
H -0.3822 -0.2389 0.8835
H -1.9330 -1.0222 -0.6100
H 2.6736 -1.3693 1.8151
H -2.4295 -1.7067 -2.9024
H 2.0088 0.3388 3.3587
*
```

Results
structure (SMILES): NCCN.CCS
HOMO-LUMO gap: 8.646 eV
electronic energy: -668.4550 Ha
E_LUMO: 0.02945 hartree
max |F|: 0.04057 hartree/bohr
HOMO energy: -7.8450 eV

Atom charges from the Mulliken analysis, given in e for atoms 1 to 4:
1 S -0.36
2 N -0.50
3 N -0.59
4 C -0.44

---

(4)
Density functional theory data (the ωB97M-V functional and the def2-TZVPD basis) for C36H38IrN5O4S3 as an isolated structure in a non-equilibrium geometry.

Structure (ORCA input):
```
! wB97M-V def2-TZVPD RIJCOSX def2/J DEFGRID3
* xyz 0 1
Ir 0.1243 0.4865 -0.4348
S -5.8693 2.8474 -2.2748
S -2.9261 2.6687 -1.9083
S -0.3529 1.1432 -2.5835
O 3.1397 2.9198 6.0587
O 4.7639 1.5068 6.1315
O 2.4408 -1.0166 0.0502
O -0.0851 1.7764 0.9700
N -2.8364 0.6028 -3.3920
N 2.0901 1.2569 -0.4422
N 3.7789 1.9902 5.5971
N 0.3623 -1.1228 1.1409
N -4.1362 1.0470 -3.3869
C 2.3145 -3.9793 2.6538
C 1.7747 1.3306 2.4860
C 3.7253 4.1765 -2.0573
C 1.2135 -3.2791 3.4861
C 0.6456 1.9361 2.0321
C 1.5949 -2.0522 4.3323
C -2.6888 -3.2257 1.7248
C -2.0914 1.3425 -2.6561
C -5.0583 0.2778 -4.1705
C 2.5793 3.1558 -2.0416
C 2.4666 2.5423 -3.4553
C -1.4313 -1.9668 -1.3232
C -0.4625 -2.1655 1.6783
C -6.7810 -1.2669 -5.6940
C 2.8988 0.2747 0.3152
C 1.3074 3.8821 -1.5930
C -4.8407 -1.0893 -4.2841
C -6.1111 0.8843 -4.8363
C -2.5728 -0.2310 0.1532
C -2.3769 -4.0135 2.8038
C -5.7046 -1.8578 -5.0459
C -2.2805 -1.6917 -0.0951
C 2.9125 2.0148 -1.1118
C 2.2501 1.8617 3.7353
C 2.5085 0.1999 1.8291
C -1.7673 -2.3553 1.1540
C 1.7371 -1.1041 1.3525
C 4.3050 0.5681 -0.0518
C 4.3101 1.6170 -0.8638
C 3.3568 1.4097 4.3392
C -4.4262 2.1363 -2.6112
C -6.9723 0.1023 -5.5933
C 3.7342 -0.2154 2.6101
C -0.1094 -3.0760 2.7407
C 4.1305 0.3329 3.7525
C -1.0813 -3.9372 3.2565
H -7.4619 -1.8710 -6.2789
H 5.1694 2.1241 -1.2695
H 1.5008 4.4392 -0.6736
H 4.2967 -1.0469 2.1973
H 2.6520 -2.0508 4.5912
H 1.3533 -1.1021 3.8590
H -5.5318 -2.9223 -5.1341
H 1.0012 4.5878 -2.3664
H 3.2733 -3.9397 3.1774
H 2.4585 -3.6027 1.6430
H -0.7880 -4.5873 4.0721
H 1.7024 2.6668 4.2090
H -2.9854 -0.0789 1.1500
H 5.0134 -0.0175 4.2676
H 0.9824 -4.0387 4.2300
H -1.8810 -1.5581 -2.2286
H -1.6725 0.4312 0.1512
H 1.0246 -2.0821 5.2624
H -3.6780 -3.2905 1.2852
H 2.0375 3.2765 -4.1379
H 0.4838 3.2056 -1.4053
H 4.6345 3.7656 -2.4959
H -3.2543 0.1840 -0.5848
H 3.4264 5.0321 -2.6636
H 1.8394 1.6573 -3.4747
H -1.2748 -3.0378 -1.4585
H -0.4369 -1.5196 -1.2063
H -7.7944 0.5753 -6.1140
H -3.9932 -1.5395 -3.7871
H 2.1312 -1.9457 1.8862
H -6.2559 1.9509 -4.7755
H 0.2650 2.7434 2.6564
H 2.0430 -5.0309 2.5433
H 3.4542 2.2585 -3.8243
H -3.0982 -4.6842 3.2494
H 5.1525 0.0228 0.3291
H 3.9550 4.5372 -1.0526
H -3.2467 -2.1567 -0.3055
*
```

Results
HOMO-LUMO gap (alpha / beta): 6.118 / 6.118 eV
electronic energy: -3267.9884 Ha
E_LUMO (alpha / beta): -0.05103 / -0.05105 hartree
max |F|: 0.02885 hartree/bohr
HOMO energy (alpha / beta): -7.5069 / -7.5070 eV

Atom charges from the Mulliken analysis, given in e for atoms 1 to 4:
1 Ir 1.35
2 S -0.30
3 S -0.06
4 S -0.55

---

(5)
Density functional theory data (the ωB97M-V functional and the def2-TZVPD basis) for C29H43FN2O7S2 as an isolated structure.

Structure (ORCA input):
```
! wB97M-V def2-TZVPD RIJCOSX def2/J DEFGRID3
* xyz 0 1
S 2.4124 -0.1617 -1.8410
S 2.4485 -4.8445 -1.5073
F -2.2709 -0.8063 2.5169
O 8.4531 0.8081 -4.6167
O -6.7466 5.0846 3.8968
O 6.8716 2.5836 -6.5492
O 0.7654 -5.5589 2.2453
O 5.5444 -0.2119 -4.4978
O -5.6800 1.5387 3.9956
O -4.0089 4.0139 4.7661
N 2.6220 -1.7504 -1.8031
N 0.9936 -0.0398 -1.1072
C 8.0993 1.9167 -6.7793
C 0.6049 -1.2841 -0.8005
C 7.3736 1.1893 -3.7809
C 8.1741 0.6284 -5.9945
C -4.8614 1.7386 5.1326
C 0.0047 -0.2212 2.3317
C 4.9715 -1.5004 -4.4013
C -2.1998 -3.8036 2.0334
C -7.5498 6.1294 4.3921
C -0.6073 -1.6394 -0.1430
C -5.4646 5.5276 3.4921
C -1.3678 -0.0739 1.7300
C -3.4221 -4.1472 2.5818
C 6.9413 3.9605 -6.8356
C 6.4351 0.0578 -3.4319
C 1.3049 -3.6370 -0.9315
C 1.5465 -2.2634 -1.2027
C 0.1561 -3.9810 -0.2831
C -5.3506 0.3493 3.3101
C -2.1198 -3.3739 0.7115
C -3.2832 -3.2980 -0.0436
C -1.5272 -0.5302 0.2821
C 0.8392 -5.9351 1.1017
C -4.5789 -4.0731 1.8213
C -4.5081 -3.6476 0.5056
C -0.8260 -2.9653 0.0920
C -4.8584 3.1903 5.5497
C -0.1033 -5.4427 0.0190
C -4.4732 4.3880 3.4812
H -1.6687 0.9727 1.7953
H -3.2337 -2.9648 -1.0715
H -5.2406 1.1300 5.9662
H 6.8186 2.0291 -4.2048
H 5.8608 0.3405 -2.5367
H -5.5335 -4.3446 2.2468
H -7.7390 6.8907 3.6258
H 0.2612 -1.2691 2.4748
H 7.7004 4.4562 -6.2192
H 0.7535 0.2392 1.6892
H 0.0247 -6.0465 -0.8754
H 4.3863 -1.6103 -3.4858
H -5.5003 -0.5334 3.9433
H 5.7456 -2.2769 -4.4261
H -2.5642 -0.8356 0.1704
H -8.4993 5.6942 4.6972
H 4.3162 -1.6306 -5.2605
H -4.3121 0.3649 2.9698
H -1.1080 -5.5624 0.4053
H 1.6191 -6.6549 0.8088
H -3.4835 -4.4708 3.6104
H -5.3978 -3.5841 -0.1033
H 7.0248 -0.8362 -3.1937
H -1.3039 -3.8659 2.6293
H -3.5842 4.7395 2.9523
H 3.5519 -4.2090 -1.1043
H -6.0082 0.2767 2.4456
H -5.5284 5.9485 2.4784
H 9.0240 0.0625 -6.3822
H 7.2703 0.0340 -6.1454
H -4.4418 3.2418 6.5576
H -5.8771 3.5829 5.5791
H -3.8314 1.4264 4.9187
H 8.1912 1.6828 -7.8495
H -7.0841 6.6109 5.2600
H -1.3459 0.3258 -0.3617
H 0.0396 0.2756 3.2980
H 5.9675 4.3903 -6.6099
H 7.1719 4.1414 -7.8922
H 8.9404 2.5595 -6.4921
H -5.1013 6.3103 4.1694
H -4.8792 3.5317 2.9375
H 7.8435 1.5224 -2.8533
*
```

Results
HOMO-LUMO gap: 7.837 eV
electronic energy: -2663.1467 Ha
E_LUMO: -0.03040 hartree
max |F|: 0.00879 hartree/bohr
HOMO energy: -8.6637 eV

Atom charges from the Mulliken analysis, given in e for atoms 1 to 4:
1 S 0.14
2 S -0.29
3 F -0.29
4 O -0.44

---

(6)
Density functional theory data (the ωB97M-V functional and the def2-TZVPD basis) for C25H14FHfN5S2Se as an isolated structure in a non-equilibrium geometry.

Structure (ORCA input):
```
! wB97M-V def2-TZVPD RIJCOSX def2/J DEFGRID3
* xyz 0 1
Hf -0.1434 0.1230 0.1876
Se 0.5250 -1.9831 3.1729
S -1.7776 -1.6551 -0.7523
S 0.8982 -2.5176 0.2544
F -0.9857 6.2389 1.6564
N -3.9199 -4.2428 0.7225
N 0.1025 -5.6990 1.8864
N -1.0270 -2.5459 3.6826
N -2.1791 0.2314 1.7165
N -0.0947 -0.5105 2.3792
C -0.7916 -2.8392 0.1047
C 1.2371 -1.1258 -2.9796
C -1.4512 -0.6071 2.4618
C 2.8654 -1.3830 -4.7390
C 3.6729 -0.4645 -4.1337
C 0.1335 2.8125 1.6830
C -1.9646 -1.7109 3.1713
C 1.6404 0.4713 -1.0912
C 1.6287 -1.7153 -4.1485
C -3.3603 -1.8762 3.1891
C 2.0457 -0.1664 -2.3201
C -0.0520 4.1275 2.0928
C 4.1317 1.1191 -2.3091
C -0.5537 -4.9333 1.3323
C 3.7571 1.7304 -1.1537
C -1.3459 4.5269 0.0891
C 2.5097 1.4095 -0.5681
C -1.1468 3.2052 -0.2871
C -4.1127 -0.9722 2.4800
C -0.7930 4.9580 1.2783
C 3.2842 0.1596 -2.9230
C -1.3554 -3.9623 0.6534
C -3.4861 0.0396 1.7297
C -2.7742 -4.1348 0.6961
C -0.4090 2.3084 0.4927
H 5.0749 1.3621 -2.7846
H 2.2482 1.9613 0.3306
H -1.9121 5.2191 -0.5194
H -5.1872 -1.0699 2.4332
H 3.1696 -1.8549 -5.6640
H 4.6281 -0.1963 -4.5695
H 4.3941 2.4718 -0.6888
H 0.3645 4.5096 3.0151
H 0.7141 2.1698 2.3418
H -4.0757 0.6907 1.0961
H 0.2831 -1.4067 -2.5512
H 0.9838 -2.4448 -4.6215
H -1.5838 2.8855 -1.2295
H -3.8097 -2.7136 3.7045
*
```

Results
HOMO-LUMO gap: 5.617 eV
electronic energy: -4580.5186 Ha
E_LUMO: -0.09445 hartree
max |F|: 0.02467 hartree/bohr
HOMO energy: -8.1865 eV

Atom charges from the Mulliken analysis, given in e for atoms 1 to 4:
1 Hf 0.55
2 Se 0.44
3 S -0.47
4 S -0.29